(1)
An isolated molecule of C2H3N3O. Source: OMol25; level of theory: ωB97M-V/def2-TZVPD.

Last column: Mulliken charge in e.
Positions of all 9 atoms, in Å:
O 2.36 -0.04 0.05  -0.480
C 0.99 -0.19 0.08  0.681
N 0.23 0.77 0.60  -0.769
N -1.06 0.46 0.39  0.330
C -1.46 -0.61 -0.23  -0.220
N 0.63 -1.32 -0.45  -0.365
H 2.58 0.28 -0.85  0.342
H -1.69 1.20 0.73  0.265
H -2.59 -0.57 -0.33  0.215

## Properties
- Total charge: 0
- Orbital gap (spin up / spin down): 8.19 / 8.19 eV

(2)
An isolated molecule of C2H3N3O. Source: OMol25; level of theory: ωB97M-V/def2-TZVPD.

Last column: Mulliken charge in e.
Positions of all 9 atoms, in Å:
C -1.13 0.05 0.00  -1.018
C 0.37 0.02 -0.06  0.463
N 1.02 -1.05 0.85  -0.005
O 1.32 -2.05 0.27  -0.203
N 1.87 1.83 -0.71  -0.677
N 1.12 1.01 -0.40  0.540
H -1.51 0.97 -0.46  0.315
H -1.57 -0.80 -0.54  0.277
H -1.49 0.02 1.04  0.307

## Properties
- Total charge: 0
- Orbital gap (spin up / spin down): 7.91 / 7.91 eV

(3)
An isolated molecule of C2H3N3O. Source: OMol25; level of theory: ωB97M-V/def2-TZVPD.

Last column: Mulliken charge in e.
Positions of all 9 atoms, in Å:
C 0.80 0.12 0.19  0.543
C -1.26 0.67 -0.06  -0.069
H 2.77 -0.73 -0.14  0.258
H -2.19 1.15 -0.05  0.405
H -2.08 -1.09 0.46  0.287
N 2.11 0.12 -0.10  -0.609
N -0.16 1.16 0.05  -0.455
N -1.30 -0.65 -0.16  -0.117
O -0.03 -1.06 0.06  -0.242

## Properties
- Total charge: 0
- Orbital gap: 9.66 eV

(4)
An isolated molecule of C2H3N3O. Source: OMol25; level of theory: ωB97M-V/def2-TZVPD.

Last column: Mulliken charge in e.
Positions of all 9 atoms, in Å:
O 2.21 -0.77 -0.24  -0.576
C 1.03 -0.50 -0.31  0.513
N 0.64 0.79 0.05  -0.277
N -0.71 0.66 0.43  -0.173
C -1.08 -0.53 -0.15  0.027
N -0.11 -1.28 -0.56  -0.463
H 1.45 0.97 0.66  0.309
H -1.31 1.48 0.35  0.278
H -2.13 -0.82 -0.23  0.362

## Properties
- Total charge: 0
- Orbital gap: 10.26 eV

(5)
An isolated molecule of C2H3N3O. Source: OMol25; level of theory: ωB97M-V/def2-TZVPD.

Last column: Löwdin spin population.
Positions of all 9 atoms, in Å:
C 0.91 0.26 -0.08  0.085
C -0.11 -0.63 -0.22  0.507
N 2.12 0.02 0.72  0.173
N 2.25 0.00 -0.52  0.119
N -1.48 -0.09 -0.05  0.390
O -3.00 0.04 0.15  0.692
H 0.54 1.25 -0.03  -0.003
H 0.04 -1.64 -0.28  0.035
H -1.27 0.79 0.33  0.002

## Properties
- Total charge: 0
- Orbital gap (spin up / spin down): 7.45 / 8.52 eV
- Multiplicity: 3
- <S²>: 2.020

(6)
An isolated molecule of C2H3N3O2. Source: OMol25; level of theory: ωB97M-V/def2-TZVPD.

Last column: Mulliken charge in e.
Positions of all 10 atoms, in Å:
C -1.71 0.01 1.26  0.239
C -0.38 0.04 0.87  0.057
N -2.83 0.01 1.49  -0.360
N -0.22 -0.18 -0.48  -0.446
N 0.24 1.65 1.37  0.759
O 0.11 1.85 2.55  -0.505
O 0.74 2.25 0.48  -0.501
H 0.32 -0.67 1.46  0.254
H -1.02 0.11 -1.12  0.254
H 0.80 -0.27 -0.79  0.248

## Properties
- Total charge: 0
- Orbital gap: 10.23 eV